Entry 1
ORCA calculation (ωB97M-V with the def2-TZVPD basis set) on a gas-phase ion, C5H8N (charge +1).

Geometry as ORCA input:
```
! wB97M-V def2-TZVPD RIJCOSX def2/J DEFGRID3
* xyz 1 1
C -0.01133 2.57027 -0.39110
C -0.51914 1.37971 -0.33434
C -0.33089 -1.11427 1.25050
C 1.11817 -1.25698 -0.40275
C 0.25898 -0.20217 0.25476
N -0.30521 -1.45426 -0.14168
H -0.50882 3.35244 -1.02950
H 0.83804 3.00336 0.11337
H -1.40534 0.94085 -0.82351
H 0.15939 -1.80718 1.83142
H -1.30640 -0.82937 1.65028
H 1.29504 -1.03395 -1.51716
H 1.77720 -1.78215 0.35126
H -1.05969 -1.76631 -0.81156
*
```

Calculated values
SMILES string: C=C[C@]12C[N@H+]1C2
E_HOMO in eV: -15.0
Gap between HOMO and LUMO in eV: 11.73

=====

Entry 2
ORCA calculation (ωB97M-V with the def2-TZVPD basis set) on a gas-phase ion, C5H8N (charge +1).

Geometry as ORCA input:
```
! wB97M-V def2-TZVPD RIJCOSX def2/J DEFGRID3
* xyz 1 1
C -0.56176 -1.05438 -0.70927
C -1.77360 0.56452 0.18051
C 0.45155 0.66665 0.38608
C -0.64550 0.48804 -0.67346
C 1.95699 0.13986 0.16688
N -0.66056 -0.40840 0.54214
H -1.54130 -1.55009 -1.17768
H 0.41118 -1.43524 -0.85573
H -2.00012 1.39499 0.86977
H -2.64262 -0.10919 -0.21409
H 0.30674 1.29947 1.19450
H 2.03418 0.01201 -0.90904
H 2.12683 -0.87285 0.50627
H 2.53798 0.86460 0.69311
*
```

Calculated values
SMILES string: C[C@H]1[C@]23C[N@@+]12C3
E_HOMO in eV: -17.4
Gap between HOMO and LUMO in eV: 13.36

=====

Entry 3
ORCA calculation (ωB97M-V with the def2-TZVPD basis set) on a molecular structure, C5H8N.

Geometry as ORCA input:
```
! wB97M-V def2-TZVPD RIJCOSX def2/J DEFGRID3
* xyz 1 1
C -0.05111 -1.37431 -0.90082
C 0.72394 -0.52554 -0.31052
C -1.60545 0.73310 -0.23181
C -1.53777 -0.10140 1.05006
C 2.54519 0.36597 -0.07600
N -0.62254 -0.26272 -0.02123
H -0.45206 -2.10011 -1.59124
H -2.41026 0.47131 -0.95465
H -1.09746 1.70852 -0.20368
H -1.03305 0.33595 2.03150
H -2.48650 -0.70504 1.30184
H 2.57177 0.91069 -0.96072
H 3.27944 -0.41625 0.03810
H 2.17586 0.95982 0.82918
*
```

Calculated values
E_HOMO in eV: -15.1
Gap between HOMO and LUMO in eV: 11.55

=====

entry 2 is preferred energetically. Next in line: 30.1 kJ/mol higher.

=====

Entry 1
ORCA calculation (ωB97M-V with the def2-TZVPD basis set) on a single C5H7N3 molecule.

Geometry as ORCA input:
```
! wB97M-V def2-TZVPD RIJCOSX def2/J DEFGRID3
* xyz 0 1
C 1.41542 -1.04963 0.30539
C 1.18945 1.22267 -0.07609
C -0.02813 0.72136 -0.00590
C -1.59855 1.00676 0.18232
C 0.06497 -0.58138 -0.03697
H 2.03540 -2.09604 -0.08686
H 1.47966 -1.09042 1.43900
H 2.79135 0.54708 0.25755
H 1.56836 2.20287 -0.14190
H -1.96712 2.03938 -0.10030
H -1.73288 1.16332 1.36484
H -2.97334 -0.59969 0.16819
N 2.04142 0.12081 -0.33231
N -2.05032 -0.29567 -0.24937
N -1.05687 -1.26588 -0.14875
*
```

Calculated values
SMILES string: C1=C2CNN=C2CN1
E_HOMO in eV: -7.2
Gap between HOMO and LUMO in eV: 7.74

=====

Entry 2
ORCA calculation (ωB97M-V with the def2-TZVPD basis set) on a single C5H7N3 molecule.

Geometry as ORCA input:
```
! wB97M-V def2-TZVPD RIJCOSX def2/J DEFGRID3
* xyz 0 1
C 3.03183 0.11257 0.11848
C 1.90283 -0.67109 -0.13395
C 0.55105 -0.02296 -0.22994
C -1.43047 1.06614 -0.13007
C -1.78309 -0.31686 -0.12563
H 4.00122 -0.42387 0.27819
H 2.84259 1.11672 0.50359
H 1.89493 -1.83774 -0.07783
H -1.84236 1.55659 -0.96012
H -1.77910 1.67578 0.81110
H -3.45773 0.20439 0.31512
H -0.52421 -1.94537 -0.23266
N 0.10808 1.15301 -0.14570
N -2.96781 -0.71292 0.20156
N -0.54776 -0.95439 -0.19213
*
```

Calculated values
SMILES string: [H]/N=C1\CN=C(C=C)N1
E_HOMO in eV: -9.0
Gap between HOMO and LUMO in eV: 9.05

=====

entry 2 is preferred energetically. Next in line: 245.2 kJ/mol higher.

=====

Entry 1
ORCA calculation (ωB97M-V with the def2-TZVPD basis set) on a single C5H7N3 molecule.

Geometry as ORCA input:
```
! wB97M-V def2-TZVPD RIJCOSX def2/J DEFGRID3
* xyz 0 1
C -0.18392 1.17842 -0.01107
C 0.58953 -1.19415 -0.00683
C 1.96728 -1.17101 0.07615
C 2.84099 -0.07342 0.08013
C -2.65117 0.14371 0.05530
H -0.54421 1.67899 0.95374
H 0.88114 1.20550 -0.03234
H -0.62443 1.62081 -0.94319
H 0.06573 -2.15132 -0.16939
H 2.46067 -2.15786 0.00886
H -3.63658 -0.26612 -0.08989
H -2.60926 1.27420 0.22511
N -0.41916 -0.22876 -0.03717
N 3.54758 0.82695 -0.06910
N -1.68420 -0.68593 -0.04030
*
```

Calculated values
SMILES string: C=NN(C)/C=C\C#N
E_HOMO in eV: -8.6
Gap between HOMO and LUMO in eV: 9.13

=====

Entry 2
ORCA calculation (ωB97M-V with the def2-TZVPD basis set) on a single C5H7N3 molecule.

Geometry as ORCA input:
```
! wB97M-V def2-TZVPD RIJCOSX def2/J DEFGRID3
* xyz 0 1
N -2.85633 0.30959 2.61556
C -2.33442 0.78872 1.66196
N -0.43944 -1.00330 0.56508
C -0.58380 0.27361 0.22364
N -1.69610 1.06124 0.53235
C 0.80959 -1.57088 -0.06448
C 0.53199 0.76944 -0.61125
C 1.29324 -0.47171 -0.96357
H -1.78775 2.05145 0.21443
H 0.53580 -2.33196 -0.74589
H 1.62359 -1.80440 0.66562
H 1.14938 1.44767 -0.03197
H 0.14706 1.34374 -1.41100
H 2.36871 -0.18879 -0.67744
H 1.23849 -0.67443 -1.97303
*
```

Calculated values
SMILES string: N#CNC1=NCCC1
E_HOMO in eV: -9.5
Gap between HOMO and LUMO in eV: 10.00

=====

Entry 3
ORCA calculation (ωB97M-V with the def2-TZVPD basis set) on a single C5H7N3 molecule.

Geometry as ORCA input:
```
! wB97M-V def2-TZVPD RIJCOSX def2/J DEFGRID3
* xyz 0 1
C 1.59312 1.33173 0.27341
C 0.25034 1.65872 -0.05723
C 1.45585 -0.97209 -0.02559
C 0.18140 -1.36851 0.03884
C -0.70981 -2.28808 0.17202
N 2.17630 0.19966 0.17643
N -0.59172 0.76425 0.19148
N -1.93082 0.92812 -0.12437
H 2.20588 2.19088 0.46274
H 0.18304 2.56128 -0.43723
H 2.23853 -1.67043 -0.56396
H -0.67934 -3.10357 0.96705
H -1.69719 -2.12572 -0.31454
H -2.22982 1.81040 -0.54062
H -2.44578 0.08335 -0.21844
*
```

Calculated values
SMILES string: C=C=C/N=C\C=N\N
E_HOMO in eV: -8.0
Gap between HOMO and LUMO in eV: 8.57

=====

entry 2 is preferred energetically. Next in line: 89.7 kJ/mol higher.

=====

Entry 1
ORCA calculation (ωB97M-V with the def2-TZVPD basis set) on a single C5H7N3 molecule.

Geometry as ORCA input:
```
! wB97M-V def2-TZVPD RIJCOSX def2/J DEFGRID3
* xyz 0 1
C 0.57538 1.13463 -0.03292
C -0.47279 1.76952 -0.64758
C -0.24276 -1.21272 -0.16503
C -1.57322 -0.79257 0.25842
C -2.71635 -0.47777 0.63183
H 2.01685 -0.43905 1.59847
H 2.76945 -0.32929 0.12051
H 1.38299 1.78981 0.38436
H -1.32923 1.20399 -0.99344
H -0.41139 2.90690 -0.77751
H 0.92787 -2.33630 -1.11169
H -3.63509 -0.01025 0.86753
N 1.96993 -0.70019 0.61629
N 0.80059 -0.22790 0.07655
N -0.06221 -2.27882 -0.82578
*
```

Calculated values
SMILES string: [H]/N=C(/C#C)N(N)C=C
E_HOMO in eV: -8.3
Gap between HOMO and LUMO in eV: 8.79

=====

Entry 2
ORCA calculation (ωB97M-V with the def2-TZVPD basis set) on a single C5H7N3 molecule.

Geometry as ORCA input:
```
! wB97M-V def2-TZVPD RIJCOSX def2/J DEFGRID3
* xyz 0 1
C -3.40487 0.07898 0.11512
C -1.95833 0.28084 -0.09085
C -0.98987 -0.65326 -0.12571
C 0.91129 1.03369 0.00376
C 2.24165 0.84098 0.03201
H -3.90728 -0.39230 -0.72469
H -3.62037 -0.46555 0.99857
H -3.91517 1.07302 0.20680
H -1.56245 1.27941 -0.27787
H -1.18443 -1.72669 0.01011
H 0.32250 1.93354 0.06592
H 3.05818 1.55221 -0.05417
N 0.40532 -0.18035 -0.07159
N 2.49995 -0.50979 0.08672
N 1.38185 -1.13000 0.00906
*
```

Calculated values
SMILES string: C/C=C/n1ccnn1
E_HOMO in eV: -9.2
Gap between HOMO and LUMO in eV: 10.02

=====

entry 2 is preferred energetically. Next in line: 228.3 kJ/mol higher.

=====

Entry 1
ORCA calculation (ωB97M-V with the def2-TZVPD basis set) on a single C3H6O2 molecule.

Geometry as ORCA input:
```
! wB97M-V def2-TZVPD RIJCOSX def2/J DEFGRID3
* xyz 0 1
C -0.61642 0.08343 -0.43021
C 0.20094 0.90655 0.48819
C 0.86013 -0.00933 -0.47492
H -1.94802 -0.68377 0.63110
H -1.22491 0.57526 -1.24379
H 0.06340 2.01337 0.23851
H 0.38497 0.72601 1.55816
H 1.30904 0.38520 -1.38510
H 0.78116 -1.75446 0.47769
O -1.31378 -1.11398 0.04367
O 1.50349 -1.12828 0.09671
*
```

Calculated values
SMILES string: O[C@@H]1C[C@@H]1O
E_HOMO in eV: -9.7
Gap between HOMO and LUMO in eV: 10.56

=====

Entry 2
ORCA calculation (ωB97M-V with the def2-TZVPD basis set) on 2 unconnected molecules or ions with the total composition C3H6O2.

Geometry as ORCA input:
```
! wB97M-V def2-TZVPD RIJCOSX def2/J DEFGRID3
* xyz 0 1
O 0.39411 -2.07079 -0.67750
C -0.37588 -1.19227 -0.35120
C -0.02946 -0.00547 0.41273
C -0.14721 1.39375 0.83903
O 1.11066 0.69372 0.70990
H 0.89189 -0.60090 -1.83316
H -1.47274 -1.21928 -0.46898
H -0.38372 -0.93174 1.17100
H 0.74968 0.12772 -1.88683
H -0.50359 1.50922 1.86172
H -0.23375 2.29605 0.22330
*
```

Calculated values
SMILES string: O=C[C@@H]1CO1.[H][H]
E_HOMO in eV: -9.9
Gap between HOMO and LUMO in eV: 10.56

=====

Entry 3
ORCA calculation (ωB97M-V with the def2-TZVPD basis set) on a single C3H6O2 molecule.

Geometry as ORCA input:
```
! wB97M-V def2-TZVPD RIJCOSX def2/J DEFGRID3
* xyz 0 1
O -0.44849 0.24376 -1.44230
C 0.22004 -0.12380 -0.52241
O 1.08348 -1.16444 -0.64260
C 0.30190 0.41809 0.90570
C -1.09081 0.65817 1.50385
H 1.06393 -1.45318 -1.56915
H 0.77040 1.39856 0.90870
H 0.83380 -0.37822 1.41457
H -1.82751 -0.11454 1.30675
H -1.42176 1.68896 1.36890
H -1.01086 0.69518 2.59843
*
```

Calculated values
SMILES string: CCC(=O)O
E_HOMO in eV: -10.5
Gap between HOMO and LUMO in eV: 11.30

=====

entry 3 is preferred energetically. Next in line: 207.7 kJ/mol higher.

=====

Entry 1
ORCA calculation (ωB97M-V with the def2-TZVPD basis set) on a single C3H6O2 molecule.

Geometry as ORCA input:
```
! wB97M-V def2-TZVPD RIJCOSX def2/J DEFGRID3
* xyz 0 1
C 0.62079 0.18444 0.49722
C 0.39927 1.18023 -0.55063
C -0.67555 0.36239 0.42197
H 1.87724 -1.00478 -0.78620
H 1.09473 0.57462 1.35352
H 0.58649 2.20529 -0.05696
H 0.57589 0.97406 -1.59140
H -1.13734 0.79567 1.42387
H -1.22128 -1.36603 -0.03406
O 1.17993 -1.06629 -0.02134
O -1.66028 -0.50136 -0.29368
*
```

Calculated values
SMILES string: O[C@@H]1C[C@@H]1O
E_HOMO in eV: -9.3
Gap between HOMO and LUMO in eV: 10.01

=====

Entry 2
ORCA calculation (ωB97M-V with the def2-TZVPD basis set) on a single C3H6O2 molecule.

Geometry as ORCA input:
```
! wB97M-V def2-TZVPD RIJCOSX def2/J DEFGRID3
* xyz 0 1
C 0.40205 -0.43872 1.48106
C -0.98027 0.32246 0.14754
O -0.52243 -0.91914 0.45364
C -0.40362 0.70015 -1.17707
O 0.49020 -0.17527 -1.80505
H -0.13167 -0.25171 2.41471
H 0.94782 0.47559 1.18410
H 1.12158 -1.24549 1.52993
H 0.08086 1.67906 -1.03544
H -1.31399 0.90160 -1.76995
H 0.30945 -1.04853 -1.42348
*
```

Calculated values
E_HOMO in eV: -8.6
Gap between HOMO and LUMO in eV: 9.02

=====

entry 1 is preferred energetically. Next in line: 71.0 kJ/mol higher.